Record 1
The following is a DFT calculation (ωB97M-V with the def2-TZVPD basis set) of C33H31N5O6SSeY as an isolated structure.

Properties
- ΔE to the lowest compared entry with this formula, charge and spin (kcal per mole) = 0.00
- DFT total energy (eV) = -131693.296
- molar mass (g/mol) = 793.6
- HOMO (eV) = -4.2
- lowest unoccupied orbital energy (eV) = 2.48
- orbital gap (eV) = 6.72

Geometry as ORCA input:
```
! RIJCOSX wB97M-V def2-TZVPD def2/J DEFGRID3
* xyz -1 1
Y -0.16 0.71 -0.27
C -4.37 -1.03 -0.58
C -3.22 -0.42 0.19
O -2.28 0.06 -0.54
C -3.26 -0.41 1.56
C -2.27 0.17 2.44
C -2.57 0.15 3.91
N -1.16 0.68 2.00
N -0.33 1.19 3.01
C 0.71 1.77 2.51
O 1.00 1.92 1.26
C 1.69 2.34 3.50
C 1.54 2.15 4.87
C 2.46 2.68 5.76
C 3.54 3.42 5.29
C 3.69 3.62 3.93
C 2.77 3.08 3.04
H -3.97 -1.75 -1.30
H -4.87 -0.24 -1.15
H -5.10 -1.51 0.07
H -4.13 -0.85 2.03
H -3.53 -0.33 4.09
H -2.58 1.16 4.31
H -1.79 -0.38 4.45
H 0.69 1.57 5.22
H 2.34 2.52 6.82
H 4.26 3.83 5.99
H 4.53 4.19 3.55
H 2.87 3.23 1.97
C -0.02 4.60 -1.49
C -1.15 3.60 -1.42
O -1.29 2.83 -0.47
N -2.04 3.60 -2.43
C -2.99 2.51 -2.57
C -2.42 1.38 -3.40
C -3.13 0.84 -4.45
C -2.55 -0.18 -5.20
C -1.27 -0.58 -4.88
C -0.63 0.04 -3.81
N -1.19 0.98 -3.06
H 0.64 4.42 -0.65
H -0.42 5.61 -1.46
H 0.54 4.47 -2.41
H -1.81 4.13 -3.26
H -3.91 2.89 -3.03
H -3.22 2.15 -1.57
H -4.12 1.21 -4.67
H -3.10 -0.64 -6.01
H -0.77 -1.38 -5.41
H 0.39 -0.23 -3.54
O 0.77 -1.26 0.73
C 0.45 -2.07 -0.15
N 0.06 -1.68 -1.37
S -0.49 -2.93 -2.25
O 0.30 -3.09 -3.45
O -1.92 -2.90 -2.40
C -0.07 -4.18 -1.07
C -0.20 -5.55 -1.14
C 0.20 -6.29 -0.04
C 0.71 -5.66 1.10
C 0.84 -4.28 1.15
C 0.43 -3.56 0.05
H -0.60 -6.03 -2.02
H 0.12 -7.37 -0.06
H 1.02 -6.26 1.94
H 1.23 -3.77 2.02
Se 2.06 1.57 -2.02
C 3.10 0.23 -1.13
C 3.27 -1.03 -1.70
C 3.96 -2.04 -1.03
C 4.50 -1.80 0.22
C 4.35 -0.54 0.80
C 3.66 0.46 0.13
H 2.82 -1.23 -2.67
H 4.06 -3.01 -1.49
H 5.03 -2.59 0.75
H 4.76 -0.34 1.78
H 3.52 1.42 0.60
*
```

***

Record 2
The following is a DFT calculation (ωB97M-V with the def2-TZVPD basis set) of an isolated molecule of CH4NOPS2 in a non-equilibrium geometry.

Properties
- ΔE to the lowest compared entry with this formula, charge and spin (kcal per mole) = 35.19
- DFT total energy (eV) = -35597.852
- molar mass (g/mol) = 141.2
- SMILES string = N[P@@](=S)(S)C=O
- HOMO (eV) = -8.5
- lowest unoccupied orbital energy (eV) = -0.21
- orbital gap (eV) = 8.25

Geometry as ORCA input:
```
! RIJCOSX wB97M-V def2-TZVPD def2/J DEFGRID3
* xyz 0 1
C -0.58 0.04 1.22
N -0.34 -0.63 -1.45
O -0.84 1.09 1.72
P 0.56 -0.17 -0.17
S 2.01 -1.74 0.69
S 1.02 1.79 -0.37
H -1.13 -0.83 1.56
H -0.59 -1.59 -1.78
H -0.38 0.14 -2.09
H 0.28 1.89 0.68
*
```

***

Record 3
The following is a DFT calculation (ωB97M-V with the def2-TZVPD basis set) of a 8-piece molecular cluster, C59H73F21N2O18S overall in a non-equilibrium geometry.

Properties
- DFT total energy (eV) = -170101.420
- molar mass (g/mol) = 1529.3
- SMILES string = COCCCCCCCc1cc2c(cc1CCCCCCCSc1nnco1)C(=O)c1ccccc1C2=O.CCOC(=O)C(F)(F)F.CCOC(=O)C(F)(F)F.CCOC(=O)C(F)(F)F.CCOC(=O)C(F)(F)F.CCOC(=O)C(F)(F)F.CCOC(=O)C(F)(F)F.CCOC(=O)C(F)(F)F
- HOMO (eV) = -8.7
- lowest unoccupied orbital energy (eV) = -0.36
- orbital gap (eV) = 8.36

Geometry as ORCA input:
```
! RIJCOSX wB97M-V def2-TZVPD def2/J DEFGRID3
* xyz 0 1
C 1.35 2.65 1.23
O 2.28 3.20 0.30
C 1.66 3.60 -0.93
C 1.99 5.13 -1.19
C 0.69 6.04 -1.31
C 0.43 6.92 0.00
C -1.07 7.49 -0.06
C -2.06 6.72 0.89
C -3.53 7.37 0.91
C -4.52 6.59 0.00
C -4.17 6.53 -1.44
C -5.00 5.79 -2.37
C -6.24 5.12 -1.90
C -6.57 5.18 -0.50
C -5.71 5.90 0.48
C -6.13 5.87 2.00
C -6.25 4.32 2.39
C -4.86 3.60 2.55
C -4.26 3.00 1.22
C -4.33 1.42 1.10
C -3.04 0.91 0.34
C -1.97 0.17 1.23
S -1.37 1.11 2.70
C -2.64 1.15 3.98
N -3.02 2.14 4.81
N -4.04 1.72 5.58
C -4.34 0.44 5.26
O -3.46 0.08 4.27
C -7.10 4.34 -2.96
O -8.30 4.39 -2.99
C -6.23 3.53 -3.98
C -6.60 2.20 -4.45
C -5.73 1.47 -5.37
C -4.48 2.12 -5.80
C -4.12 3.48 -5.36
C -4.99 4.20 -4.44
C -4.69 5.64 -3.89
O -4.29 6.53 -4.59
H 0.45 2.19 0.76
H 1.04 3.47 1.94
H 1.86 1.86 1.86
H 2.12 2.97 -1.75
H 0.55 3.46 -0.96
H 2.70 5.48 -0.40
H 2.54 5.21 -2.18
H 0.85 6.70 -2.20
H -0.21 5.38 -1.46
H 0.59 6.34 0.94
H 1.09 7.81 -0.11
H -1.37 7.44 -1.14
H -1.00 8.58 0.20
H -1.62 6.64 1.92
H -2.19 5.67 0.50
H -3.87 7.52 1.96
H -3.39 8.40 0.47
H -3.27 7.04 -1.86
H -7.50 4.69 -0.10
H -5.23 6.23 2.57
H -7.06 6.43 2.22
H -6.94 3.76 1.71
H -6.74 4.32 3.41
H -4.17 4.31 3.08
H -5.04 2.73 3.24
H -3.18 3.32 1.18
H -4.73 3.41 0.28
H -4.55 0.89 2.06
H -5.20 1.19 0.42
H -3.36 0.24 -0.51
H -2.52 1.79 -0.14
H -1.06 -0.04 0.59
H -2.39 -0.83 1.50
H -5.12 -0.19 5.73
H -7.56 1.78 -4.07
H -6.02 0.43 -5.73
H -3.83 1.52 -6.47
H -3.17 3.92 -5.72
C -9.81 -1.63 -9.22
C -8.41 -1.64 -9.81
O -7.42 -1.70 -8.77
C -7.15 -2.93 -8.30
O -7.67 -3.94 -8.68
C -6.05 -2.85 -7.24
F -6.24 -1.84 -6.37
F -4.84 -2.65 -7.78
F -5.96 -3.96 -6.50
H -9.92 -0.83 -8.49
H -10.56 -1.50 -10.01
H -10.02 -2.57 -8.70
H -8.24 -0.70 -10.34
H -8.28 -2.45 -10.53
C 3.70 -4.15 0.55
C 2.32 -4.37 -0.03
O 1.65 -3.11 -0.24
C 1.95 -2.46 -1.37
O 2.72 -2.86 -2.19
C 1.13 -1.18 -1.48
F 1.09 -0.49 -0.31
F -0.15 -1.43 -1.82
F 1.62 -0.34 -2.40
H 3.64 -3.56 1.47
H 4.17 -5.10 0.79
H 4.34 -3.60 -0.14
H 1.71 -4.94 0.67
H 2.36 -4.94 -0.96
C -6.44 7.85 8.66
C -7.66 7.29 7.97
O -7.89 7.96 6.72
C -7.18 7.50 5.68
O -6.40 6.60 5.73
C -7.56 8.27 4.41
F -7.65 9.59 4.61
F -8.75 7.87 3.92
F -6.67 8.09 3.42
H -6.52 8.93 8.77
H -6.31 7.40 9.65
H -5.54 7.65 8.08
H -8.55 7.47 8.58
H -7.59 6.21 7.83
C -2.22 -2.47 -6.94
C -2.24 -2.61 -5.43
O -1.31 -3.61 -4.99
C -0.04 -3.21 -4.85
O 0.35 -2.10 -5.08
C 0.82 -4.36 -4.33
F 0.56 -5.52 -4.96
F 0.62 -4.57 -3.01
F 2.13 -4.13 -4.49
H -2.39 -3.44 -7.41
H -2.98 -1.77 -7.27
H -1.24 -2.11 -7.28
H -3.23 -2.94 -5.11
H -2.05 -1.65 -4.93
C 8.37 -9.10 2.13
C 8.54 -7.72 1.52
O 7.41 -6.88 1.84
C 7.44 -6.28 3.03
O 8.33 -6.39 3.83
C 6.21 -5.39 3.21
F 5.08 -5.99 2.81
F 6.32 -4.25 2.50
F 6.02 -5.02 4.48
H 7.42 -9.54 1.83
H 9.18 -9.75 1.83
H 8.36 -9.04 3.22
H 8.57 -7.80 0.44
H 9.47 -7.25 1.84
C 8.90 -4.24 6.41
C 9.69 -3.19 7.16
O 10.81 -3.78 7.85
C 11.91 -3.98 7.12
O 12.02 -3.70 5.96
C 13.02 -4.57 7.99
F 12.58 -5.55 8.79
F 13.57 -3.63 8.78
F 14.02 -5.09 7.26
H 8.60 -5.05 7.08
H 8.01 -3.81 5.96
H 9.51 -4.70 5.62
H 9.06 -2.74 7.93
H 10.02 -2.39 6.50
C 13.94 -8.69 -0.83
C 13.19 -9.31 -1.99
O 12.15 -10.18 -1.51
C 11.00 -9.58 -1.18
O 10.79 -8.40 -1.25
C 9.97 -10.62 -0.74
F 10.50 -11.55 0.08
F 9.46 -11.29 -1.79
F 8.93 -10.07 -0.10
H 14.32 -9.46 -0.16
H 14.79 -8.09 -1.19
H 13.29 -8.04 -0.24
H 13.87 -9.93 -2.57
H 12.79 -8.55 -2.66
*
```

***

Record 4
The following is a DFT calculation (ωB97M-V with the def2-TZVPD basis set) of an isolated ion of composition C5H9N4S and charge +1 in a non-equilibrium geometry.

Properties
- ΔE to the lowest compared entry with this formula, charge and spin (kcal per mole) = 86.18
- DFT total energy (eV) = -22115.813
- molar mass (g/mol) = 157.2
- HOMO (eV) = -11.3
- lowest unoccupied orbital energy (eV) = -4.42
- orbital gap (eV) = 6.84

Geometry as ORCA input:
```
! RIJCOSX wB97M-V def2-TZVPD def2/J DEFGRID3
* xyz 1 1
C 1.32 -0.06 2.02
C -1.07 0.31 2.49
C 0.56 -0.05 0.80
C -1.02 -0.23 -1.84
C 1.01 -0.25 -0.45
N -0.74 0.36 1.22
N 1.82 1.55 2.28
N 1.11 2.39 2.60
N 0.44 -0.29 -1.63
S 0.21 -0.40 3.45
H 2.17 -0.76 2.17
H -2.02 0.50 2.81
H -1.40 -0.90 -1.05
H -1.30 0.73 -1.66
H -1.33 -0.61 -2.85
H 2.11 -0.55 -0.39
H 2.94 1.58 2.31
H 0.85 -0.98 -2.30
H -1.50 0.84 0.66
*
```